Entry from OMol25: 11 unconnected molecules or ions with the total composition C38H95BN7O21 in a non-equilibrium geometry (ωB97M-V/def2-TZVPD).

relative energy (zero: lowest compared OMol25 entry of this formula, charge and spin): 238.6 kJ/mol
total charge: -1
M: 997.0 g/mol
strongest force on any atom: 4.08 eV/A
HOMO: -6.6 eV
Kohn-Sham gap: 8.456 eV

CARTESIAN COORDINATES (ANGSTROEM)
O 2.321 -0.534 0.139
C 1.250 -0.018 0.331
O 0.163 -0.715 0.691
B -0.922 0.269 0.572
O -0.376 1.600 0.340
C 0.904 1.419 -0.077
O 1.731 2.223 -0.456
O -1.823 0.210 1.810
C -2.892 -0.508 1.539
O -3.780 -0.714 2.347
C -2.963 -0.654 0.026
O -1.835 -0.226 -0.489
O -3.964 -1.045 -0.516
C 0.950 1.131 7.630
C 0.157 1.544 6.426
C -1.350 1.669 6.466
O -2.046 0.423 6.600
C -1.823 -0.535 5.536
N 0.874 2.623 5.771
H 0.750 1.973 8.304
H 2.009 1.189 7.378
H 0.704 0.126 7.966
H 0.386 0.672 5.790
H -1.796 2.174 5.604
H -1.562 2.342 7.302
H -0.787 -0.847 5.407
H -2.142 -0.024 4.624
H -2.478 -1.397 5.635
H 0.349 3.073 5.032
H 1.749 2.288 5.391
C 3.044 0.158 -3.687
C 4.421 0.763 -3.729
C 4.635 1.756 -4.906
O 4.169 1.249 -6.150
C 3.988 2.181 -7.165
N 4.725 1.551 -2.509
H 2.745 -0.354 -4.600
H 2.242 0.881 -3.506
H 3.002 -0.495 -2.812
H 5.170 -0.024 -3.849
H 5.676 2.065 -5.027
H 4.059 2.637 -4.606
H 3.712 1.575 -8.030
H 4.941 2.658 -7.415
H 3.207 2.930 -7.006
H 5.561 1.110 -2.137
H 3.995 1.277 -1.856
C -8.700 -2.791 1.511
C -7.185 -2.757 1.626
C -6.536 -3.916 0.869
O -6.647 -5.161 1.574
C -7.603 -6.065 1.168
N -6.658 -1.562 0.964
H -9.187 -3.680 1.920
H -8.941 -2.761 0.447
H -9.060 -2.021 2.194
H -6.960 -2.700 2.690
H -5.457 -3.791 0.784
H -7.021 -3.968 -0.110
H -7.678 -6.864 1.902
H -7.675 -6.410 0.126
H -8.585 -5.571 1.087
H -6.385 -1.629 -0.008
H -5.794 -1.448 1.486
C -1.325 4.075 3.011
C -0.387 5.192 2.703
C 0.319 5.066 1.338
O 0.825 6.328 1.024
C 1.909 6.290 0.071
N -1.074 6.441 2.985
H -2.291 4.160 2.501
H -1.588 4.148 4.069
H -0.975 3.070 2.769
H 0.437 5.095 3.422
H -0.426 4.735 0.604
H 1.151 4.378 1.506
H 1.589 6.989 -0.706
H 1.884 5.433 -0.610
H 2.872 6.375 0.566
H -2.053 6.275 2.794
H -0.617 7.101 2.365
C -1.670 -0.716 -4.086
C -1.247 -1.667 -5.202
C -1.791 -3.070 -5.040
O -1.210 -3.901 -6.015
C -1.571 -5.255 -5.878
N -1.718 -1.203 -6.518
H -1.043 0.167 -3.969
H -1.859 -1.087 -3.077
H -2.658 -0.371 -4.403
H -0.159 -1.676 -5.318
H -2.860 -3.174 -5.251
H -1.428 -3.390 -4.057
H -1.384 -5.620 -4.862
H -0.911 -5.881 -6.478
H -2.604 -5.542 -6.094
H -1.923 -2.023 -7.075
H -0.993 -0.728 -7.042
C -1.495 2.536 -6.282
C 0.027 2.845 -6.509
C 0.571 3.934 -5.559
O 0.185 3.502 -4.238
C 0.998 3.893 -3.146
N 0.732 1.563 -6.391
H -1.780 1.906 -7.122
H -2.018 3.495 -6.303
H -1.732 2.063 -5.332
H 0.209 3.122 -7.552
H 0.064 4.876 -5.787
H 1.622 4.096 -5.811
H 1.419 4.890 -3.284
H 1.867 3.222 -3.116
H 0.570 3.667 -2.172
H 1.655 1.724 -6.776
H 0.777 1.541 -5.373
C -3.599 -6.237 4.504
C -3.249 -4.798 4.107
C -2.178 -4.720 2.996
O -2.467 -5.347 1.767
C -1.378 -5.623 0.910
N -4.508 -4.108 3.716
H -3.559 -6.736 3.528
H -4.597 -6.402 4.900
H -2.800 -6.768 5.022
H -2.937 -4.270 5.011
H -1.191 -4.985 3.397
H -1.943 -3.660 2.828
H -0.786 -4.722 0.746
H -1.799 -6.049 -0.002
H -0.696 -6.450 1.141
H -4.797 -4.568 2.853
H -4.079 -3.272 3.318
C 2.642 0.698 3.409
C 3.134 -0.714 3.736
O 4.574 -0.750 3.768
O 3.264 1.686 4.216
H 1.553 0.767 3.478
H 2.700 0.980 2.352
H 2.853 -1.490 3.025
H 2.791 -0.829 4.767
H 4.894 -1.387 4.409
H 4.217 1.667 4.071
C 4.934 2.861 0.262
C 6.033 3.047 1.305
O 5.660 2.387 2.513
O 5.139 3.783 -0.805
H 3.988 3.022 0.782
H 4.946 1.784 0.084
H 6.217 4.073 1.633
H 6.962 2.591 0.952
H 6.347 2.478 3.175
H 5.333 3.296 -1.623
C 5.701 -2.282 0.714
C 5.254 -1.163 -0.197
O 6.278 -0.610 -0.990
O 6.216 -3.404 0.033
H 4.749 -2.377 1.247
H 6.458 -1.853 1.370
H 4.871 -0.354 0.427
H 4.450 -1.503 -0.859
H 6.946 -1.298 -1.091
H 5.590 -3.832 -0.558

Cartesian forces (eV/Å) of the 3 atoms listed first:
0.1 0.5 0.5
0.5 -2.4 -1.5
0.9 2.0 0.1

Entry from OMol25: 12 unconnected molecules or ions with the total composition C38H98IN4O15PS13 in a non-equilibrium geometry (ωB97M-V/def2-TZVPD).

total charge: 0
M: 1426.0 g/mol
strongest force on any atom: 10.10 eV/A
HOMO: -7.9 eV
Kohn-Sham gap: 8.154 eV

CARTESIAN COORDINATES (ANGSTROEM)
C 2.914 0.581 1.001
C 1.978 1.616 1.204
C 0.918 2.899 1.390
C -0.532 2.098 1.662
C 0.859 3.675 -0.093
I 2.691 4.901 -0.473
C 0.539 2.655 -1.346
C 1.688 2.526 -2.501
C 1.558 3.668 -3.716
O 2.502 3.417 -4.824
C 3.680 4.294 -4.758
C -0.316 4.863 0.013
C -0.647 5.612 -1.405
S -1.609 7.208 -0.982
C -0.534 8.702 -1.422
C 0.928 8.718 -0.681
O 0.330 5.930 0.849
S 0.116 5.420 2.454
O 0.731 6.573 3.344
O -1.345 5.288 2.931
C 1.143 3.810 2.689
C 2.578 4.377 3.125
C 3.883 3.445 3.222
N 4.883 4.209 4.124
N 3.746 2.091 3.866
N 4.670 3.258 1.911
P 0.386 3.102 4.343
N 0.826 1.586 4.665
H 3.771 -0.192 0.787
H -1.008 1.655 0.690
H -0.376 1.150 2.371
H -1.366 2.836 2.090
H -0.469 2.921 -1.932
H 0.338 1.527 -1.003
H 1.426 1.507 -3.074
H 2.783 2.370 -2.126
H 0.471 3.483 -4.173
H 1.552 4.766 -3.316
H 4.626 3.593 -4.659
H 3.702 5.028 -3.845
H 3.776 4.956 -5.744
H -1.325 4.476 0.453
H -1.319 4.930 -2.113
H 0.279 5.971 -2.019
H -0.385 8.706 -2.583
H -1.107 9.686 -1.066
H 0.801 8.508 0.482
H 1.622 7.846 -1.085
H 1.507 9.750 -0.767
H 2.423 4.806 4.236
H 2.887 5.360 2.518
H 5.131 5.114 3.622
H 4.430 4.482 5.023
H 4.740 1.770 4.065
H 3.368 2.290 4.841
H 4.965 2.254 1.936
H 5.552 3.817 1.921
H -1.082 3.091 4.299
H 0.845 3.930 5.461
H 1.340 1.518 5.575
C 4.557 -1.325 -2.701
S 2.977 -0.878 -3.462
O 2.060 -0.427 -2.364
C 2.501 -2.565 -3.908
H 5.023 -0.417 -2.310
H 4.392 -2.028 -1.881
H 5.212 -1.772 -3.452
H 2.462 -3.192 -3.014
H 3.222 -2.973 -4.621
H 1.513 -2.536 -4.372
C 5.238 -6.423 -1.358
S 4.274 -6.077 -2.850
O 4.299 -4.593 -3.068
C 2.666 -6.495 -2.134
H 6.287 -6.193 -1.562
H 4.885 -5.801 -0.532
H 5.144 -7.480 -1.099
H 2.471 -5.868 -1.261
H 2.655 -7.549 -1.850
H 1.894 -6.316 -2.887
C -4.508 3.855 -2.773
S -3.360 3.457 -4.114
O -2.464 4.643 -4.308
C -4.596 3.488 -5.434
H -3.941 3.926 -1.842
H -4.998 4.811 -2.972
H -5.254 3.062 -2.683
H -5.081 4.467 -5.470
H -5.340 2.707 -5.258
H -4.093 3.299 -6.385
C 6.833 -7.437 2.720
S 5.240 -8.281 2.568
O 4.649 -7.892 1.245
C 4.396 -7.317 3.844
H 7.519 -7.856 1.980
H 6.710 -6.368 2.535
H 7.240 -7.601 3.721
H 4.421 -6.255 3.590
H 4.880 -7.484 4.810
H 3.356 -7.650 3.900
C -8.799 2.657 -1.520
S -8.426 2.287 -3.251
O -7.119 2.945 -3.581
C -9.742 3.312 -3.950
H -8.068 2.144 -0.891
H -8.736 3.734 -1.345
H -9.801 2.295 -1.277
H -9.621 4.349 -3.626
H -10.714 2.930 -3.629
H -9.678 3.264 -5.040
C 1.333 -11.026 6.292
S 2.481 -11.425 4.952
O 3.377 -10.238 4.758
C 1.245 -11.393 3.631
H 1.900 -10.955 7.224
H 0.843 -10.070 6.093
H 0.587 -11.819 6.383
H 0.760 -10.414 3.596
H 0.501 -12.174 3.807
H 1.748 -11.582 2.680
C -0.091 -1.765 -9.102
S 1.199 -2.199 -7.910
O 0.587 -3.125 -6.901
C 1.308 -0.561 -7.149
H -0.350 -2.660 -9.673
H -0.978 -1.401 -8.578
H 0.284 -0.999 -9.784
H 0.336 -0.271 -6.744
H 1.638 0.167 -7.893
H 2.039 -0.604 -6.337
C 3.377 8.590 2.348
S 3.243 10.369 2.048
O 3.200 10.573 0.562
C 4.914 10.780 2.605
H 2.446 8.114 2.032
H 4.209 8.175 1.773
H 3.532 8.410 3.414
H 5.651 10.231 2.013
H 5.019 10.529 3.663
H 5.070 11.853 2.471
C -0.850 -14.434 0.211
S -0.703 -14.770 1.983
O -0.492 -13.456 2.675
C 0.904 -15.596 1.884
H -1.777 -13.881 0.039
H -0.002 -13.832 -0.127
H -0.884 -15.377 -0.339
H 1.644 -14.923 1.443
H 0.813 -16.502 1.280
H 1.218 -15.866 2.895
C -3.381 2.078 4.356
S -4.974 1.235 4.203
O -5.565 1.623 2.881
C -5.819 2.198 5.480
H -2.695 1.659 3.615
H -3.504 3.148 4.170
H -2.975 1.915 5.357
H -5.793 3.261 5.226
H -5.334 2.031 6.445
H -6.858 1.865 5.536
C -10.836 -2.022 0.673
S -10.971 -0.243 0.373
O -11.014 -0.038 -1.112
C -9.300 0.168 0.930
H -11.768 -2.498 0.358
H -10.005 -2.437 0.098
H -10.682 -2.202 1.739
H -8.562 -0.381 0.339
H -9.194 -0.083 1.988
H -9.143 1.241 0.796

Cartesian forces (eV/Å) of the 3 atoms listed first:
-6.5 7.6 1.2
6.6 -6.1 -1.3
-0.2 -3.3 -1.0